This record from the Open Molecules 2025 dataset describes a cluster of 14 separate species, C44H112N4O14 in total at a distorted geometry. The level of theory is ωB97M-V with the def2-TZVPD basis set.

Each atom is followed by the atoms it is bonded to, with distances in Å.
Positions of all 174 atoms, in Å:
1 C 29.07865 -3.60878 14.84226  O2 1.388, H3 1.090, H4 1.090, H5 1.090
2 O 29.44924 -2.77825 15.89095  C1 1.388, H6 0.960
3 H 29.89855 -3.78824 14.14679  C1 1.090
4 H 28.63769 -4.49162 15.30511  C1 1.090
5 H 28.33400 -3.07815 14.24894  C1 1.090
6 H 29.29809 -1.84751 15.71075  O2 0.960
7 C 26.97702 -2.02364 18.32652  O8 1.445, H9 1.090, H10 1.090, H11 1.090
8 O 26.91874 -1.22964 19.53191  C7 1.445, H12 0.960
9 H 27.11951 -3.09878 18.43554  C7 1.090
10 H 26.00490 -1.80557 17.88432  C7 1.090
11 H 27.76562 -1.70738 17.64374  C7 1.090
12 H 26.99767 -0.29728 19.31731  O8 0.960
13 C 21.83835 -1.22058 18.39635  O14 1.472, H15 1.090, H16 1.090, H17 1.090
14 O 20.63879 -0.37062 18.32366  C13 1.472, H18 0.960
15 H 21.86478 -1.88639 19.25896  C13 1.090
16 H 21.75871 -1.88507 17.53599  C13 1.090
17 H 22.75303 -0.64506 18.25407  C13 1.090
18 H 19.94840 -0.62187 18.94160  O14 0.960
19 C 27.74869 1.25593 17.21771  O20 1.398, H21 1.090, H22 1.090, H23 1.090
20 O 27.36445 1.36341 18.55776  C19 1.398, H24 0.960
21 H 28.83703 1.27713 17.16137  C19 1.090
22 H 27.45435 0.29212 16.80234  C19 1.090
23 H 27.39717 2.06149 16.57304  C19 1.090
24 H 27.35179 2.26622 18.88391  O20 0.960
25 C 28.02545 1.25931 9.90862  O26 1.407, H27 1.090, H28 1.090, H29 1.090
26 O 28.05345 1.92272 11.14933  C25 1.407, H30 0.960
27 H 28.93599 1.58872 9.40812  C25 1.090
28 H 27.98289 0.17034 9.88759  C25 1.090
29 H 27.21208 1.60181 9.26890  C25 1.090
30 H 27.95040 2.86586 11.00278  O26 0.960
31 C 23.95669 2.07457 19.22170  O32 1.357, H33 1.090, H34 1.090, H35 1.090
32 O 23.66305 2.72667 18.06872  C31 1.357, H36 0.960
33 H 24.55304 1.19846 18.96694  C31 1.090
34 H 24.45918 2.72608 19.93665  C31 1.090
35 H 23.01760 1.70528 19.63381  C31 1.090
36 H 24.40812 3.24991 17.76429  O32 0.960
37 C 24.43364 3.27520 9.67001  O38 1.440, H39 1.090, H40 1.090, H41 1.090
38 O 24.86130 4.57183 9.21197  C37 1.440, H42 0.960
39 H 23.44468 3.17899 9.22191  C37 1.090
40 H 25.05716 2.51209 9.20420  C37 1.090
41 H 24.51279 3.16365 10.75140  C37 1.090
42 H 25.05770 5.00349 10.04666  O38 0.960
43 C 28.88931 0.58074 14.27598  O44 1.424, H45 1.090, H46 1.090, H47 1.090
44 O 29.80168 -0.02114 15.18827  C43 1.424, H48 0.960
45 H 29.15356 0.42798 13.22959  C43 1.090
46 H 27.88689 0.15951 14.35239  C43 1.090
47 H 28.85178 1.65022 14.48308  C43 1.090
48 H 30.69323 0.22740 14.93337  O44 0.960
49 O 25.70329 4.28943 17.13565  H50 0.957, H51 0.957
50 H 26.25562 3.56810 17.43708  O49 0.957
51 H 26.10377 4.57080 16.31305  O49 0.957
52 O 21.57142 1.56552 16.72690  H53 0.957, H54 0.957
53 H 21.22602 0.86385 17.27878  O52 0.957
54 H 22.25890 1.97043 17.25571  O52 0.957
55 C 22.74831 -5.31912 12.23574  C56 1.520, H66 1.090, H67 1.090, H68 1.090
56 C 23.55560 -5.81490 11.04681  C55 1.520, C57 1.584, N61 1.511, C65 1.583
57 C 25.01426 -5.29377 11.37775  C56 1.584, C58 1.574, H69 1.090, H70 1.090
58 C 26.16200 -5.96902 10.53850  C57 1.574, C59 1.554, H71 1.090, H72 1.090
59 C 26.03267 -7.51309 10.41708  C58 1.554, C60 1.548, H73 1.090, H74 1.090
60 C 24.61119 -7.99067 10.03411  C59 1.548, N61 1.523, C63 1.552, C64 1.568
61 N 23.53478 -7.31554 10.87360  C56 1.511, C60 1.523, O62 1.344
62 O 22.31654 -7.88173 10.83404  N61 1.344, H84 0.960
63 C 24.35218 -7.82647 8.51280  C60 1.552, H75 1.090, H76 1.090, H77 1.090
64 C 24.59114 -9.52351 10.36307  C60 1.568, H78 1.090, H79 1.090, H80 1.090
65 C 23.12629 -5.01527 9.75015  C56 1.583, H81 1.090, H82 1.090, H83 1.090
66 H 22.76312 -4.26316 12.50559  C55 1.090
67 H 22.97311 -5.75679 13.20836  C55 1.090
68 H 21.69564 -5.53846 12.05721  C55 1.090
69 H 25.30471 -4.25941 11.19381  C57 1.090
70 H 25.33524 -5.51412 12.39584  C57 1.090
71 H 27.11388 -5.60384 10.92405  C58 1.090
72 H 26.09519 -5.60934 9.51173  C58 1.090
73 H 26.29892 -7.86357 11.41426  C59 1.090
74 H 26.87812 -7.86076 9.82340  C59 1.090
75 H 24.42313 -6.79537 8.16650  C63 1.090
76 H 25.08849 -8.34967 7.90271  C63 1.090
77 H 23.38419 -8.26616 8.27247  C63 1.090
78 H 24.87278 -9.73369 11.39486  C64 1.090
79 H 23.60348 -9.98460 10.37001  C64 1.090
80 H 25.22509 -10.14056 9.72632  C64 1.090
81 H 22.46528 -4.22361 10.10291  C65 1.090
82 H 22.46192 -5.44534 9.00065  C65 1.090
83 H 23.91575 -4.43373 9.27408  C65 1.090
84 H 21.94786 -7.70462 9.96553  O62 0.960
85 C 20.08494 -0.34407 6.38710  C86 1.527, H96 1.090, H97 1.090, H98 1.090
86 C 19.60870 -1.17447 7.57713  C85 1.527, C87 1.547, N91 1.523, C95 1.548
87 C 20.79799 -1.86423 8.28607  C86 1.547, C88 1.518, H99 1.090, H100 1.090
88 C 21.55529 -0.90153 9.18200  C87 1.518, C89 1.600, H101 1.090, H102 1.090
89 C 20.49887 -0.35991 10.25437  C88 1.600, C90 1.516, H103 1.090, H104 1.090
90 C 19.34281 0.39691 9.63133  C89 1.516, N91 1.490, C93 1.554, C94 1.562
91 N 18.71770 -0.45788 8.58303  C86 1.523, C90 1.490, O92 1.400
92 O 17.50307 0.04968 8.10727  N91 1.400, H114 0.960
93 C 18.20543 0.61571 10.66720  C90 1.554, H105 1.090, H106 1.090, H107 1.090
94 C 19.92354 1.74869 9.10711  C90 1.562, H108 1.090, H109 1.090, H110 1.090
95 C 18.82281 -2.37190 6.99013  C86 1.548, H111 1.090, H112 1.090, H113 1.090
96 H 19.28491 -0.18977 5.66305  C85 1.090
97 H 21.00293 -0.64102 5.87992  C85 1.090
98 H 20.29844 0.63709 6.81118  C85 1.090
99 H 20.44269 -2.67137 8.92667  C87 1.090
100 H 21.43182 -2.23638 7.48117  C87 1.090
101 H 21.94329 -0.05171 8.62042  C88 1.090
102 H 22.30965 -1.35653 9.82388  C88 1.090
103 H 21.01124 0.27712 10.97533  C89 1.090
104 H 20.15976 -1.18035 10.88680  C89 1.090
105 H 17.41688 1.22514 10.22577  C93 1.090
106 H 17.67307 -0.30521 10.90512  C93 1.090
107 H 18.57765 1.12331 11.55710  C93 1.090
108 H 19.20195 2.30558 8.50937  C94 1.090
109 H 20.13479 2.42890 9.93221  C94 1.090
110 H 20.86362 1.73464 8.55560  C94 1.090
111 H 17.89757 -2.04343 6.51668  C95 1.090
112 H 18.60156 -3.12243 7.74899  C95 1.090
113 H 19.48379 -2.88475 6.29143  C95 1.090
114 H 16.93162 -0.31884 8.78494  O92 0.960
115 C 28.59259 -3.04062 8.61537  C116 1.523, H126 1.090, H127 1.090, H128 1.090
116 C 29.96804 -3.68860 8.52547  C115 1.523, C117 1.515, N121 1.525, C125 1.606
117 C 30.86777 -2.77013 7.72369  C116 1.515, C118 1.514, H129 1.090, H130 1.090
118 C 31.41746 -1.55707 8.44448  C117 1.514, C119 1.555, H131 1.090, H132 1.090
119 C 32.25482 -1.97573 9.68670  C118 1.555, C120 1.571, H133 1.090, H134 1.090
120 C 31.45011 -2.90758 10.66172  C119 1.571, N121 1.496, C123 1.499, C124 1.526
121 N 30.70092 -3.91153 9.84402  C116 1.525, C120 1.496, O122 1.441
122 O 29.97783 -4.85979 10.65238  N121 1.441, H144 0.960
123 C 32.47010 -3.57991 11.53077  C120 1.499, H135 1.090, H136 1.090, H137 1.090
124 C 30.55816 -1.99788 11.50151  C120 1.526, H138 1.090, H139 1.090, H140 1.090
125 C 29.85760 -5.05118 7.68341  C116 1.606, H141 1.090, H142 1.090, H143 1.090
126 H 28.12920 -2.98679 7.63024  C115 1.090
127 H 27.92554 -3.60997 9.26266  C115 1.090
128 H 28.74070 -2.03236 9.00212  C115 1.090
129 H 31.77560 -3.31391 7.46243  C117 1.090
130 H 30.45426 -2.37304 6.79663  C117 1.090
131 H 31.93750 -0.88387 7.76297  C118 1.090
132 H 30.61327 -0.88048 8.73362  C118 1.090
133 H 32.49534 -1.04366 10.19808  C119 1.090
134 H 33.17449 -2.51899 9.46951  C119 1.090
135 H 33.10128 -4.09198 10.80448  C123 1.090
136 H 32.11926 -4.41043 12.14334  C123 1.090
137 H 33.01835 -2.84115 12.11537  C123 1.090
138 H 31.17285 -1.39577 12.17063  C124 1.090
139 H 29.88352 -2.62394 12.08547  C124 1.090
140 H 29.96164 -1.27858 10.94038  C124 1.090
141 H 30.81819 -5.43482 7.33961  C125 1.090
142 H 29.47891 -5.87832 8.28385  C125 1.090
143 H 29.36117 -4.84590 6.73498  C125 1.090
144 H 30.66544 -5.52932 10.67548  O122 0.960
145 C 22.98731 1.07051 13.18735  C146 1.579, H156 1.090, H157 1.090, H158 1.090
146 C 24.38235 0.67612 13.81329  C145 1.579, C147 1.583, N151 1.493, C155 1.563
147 C 24.06450 -0.29629 15.02088  C146 1.583, C148 1.520, H159 1.090, H160 1.090
148 C 23.86494 -1.75395 14.63716  C147 1.520, C149 1.533, H161 1.090, H162 1.090
149 C 24.99554 -2.22899 13.71801  C148 1.533, C150 1.567, H163 1.090, H164 1.090
150 C 25.24442 -1.29655 12.48362  C149 1.567, N151 1.441, C153 1.560, C154 1.564
151 N 25.35023 0.09635 12.83542  C146 1.493, C150 1.441, O152 1.382
152 O 25.55709 0.97739 11.79107  N151 1.382, H174 0.960
153 C 26.63861 -1.72554 11.93163  C150 1.560, H165 1.090, H166 1.090, H167 1.090
154 C 24.16622 -1.55622 11.38031  C150 1.564, H168 1.090, H169 1.090, H170 1.090
155 C 25.04357 1.98235 14.35976  C146 1.563, H171 1.090, H172 1.090, H173 1.090
156 H 23.07145 1.93078 12.52330  C145 1.090
157 H 22.39318 1.31375 14.06822  C145 1.090
158 H 22.53594 0.21317 12.68803  C145 1.090
159 H 24.67431 -0.17714 15.91644  C147 1.090
160 H 23.04981 -0.05468 15.33733  C147 1.090
161 H 22.88494 -1.73831 14.16023  C148 1.090
162 H 23.67721 -2.55377 15.35351  C148 1.090
163 H 24.73966 -3.23678 13.39095  C149 1.090
164 H 25.90149 -2.43436 14.28825  C149 1.090
165 H 26.70987 -2.80204 11.77611  C153 1.090
166 H 26.65316 -1.25840 10.94692  C153 1.090
167 H 27.52043 -1.36854 12.46363  C153 1.090
168 H 24.24700 -0.75060 10.65056  C154 1.090
169 H 24.25416 -2.51217 10.86404  C154 1.090
170 H 23.18278 -1.48083 11.84428  C154 1.090
171 H 25.26561 2.66984 13.54358  C155 1.090
172 H 26.04350 1.80002 14.75343  C155 1.090
173 H 24.46586 2.51805 15.11301  C155 1.090
174 H 26.49930 1.15741 11.75319  O152 0.960

The charge is 0. The value obtained for the largest force on an atom is 0.08872 hartree/bohr. Its LUMO energy is -0.18 eV. For the energy above the lowest of the compared OMol25 structures with the same formula, charge and spin, the calculation gives 69.47 kcal per mole. The total energy comes out at -82058.5553 eV. For the HOMO energy, the calculation gives -8.03 eV.